No. 1
{
  "formula": "C9H13O",
  "method": "ωB97M-V/def2-TZVPD",
  "total_charge": 1,
  "orbital_gap_ev": 7.1,
  "spin_multiplicity": 1,
  "lumo_ev": -5.82,
  "symbols": ["O", "C", "C", "C", "C", "C", "C", "C", "C", "C", "H", "H", "H", "H", "H", "H", "H", "H", "H", "H", "H", "H", "H"],
  "positions_angstrom": [[-0.4433, 0.0901, -1.2173], [-1.3296, -1.7729, 0.8758], [3.2284, 0.0537, 0.6315], [1.5922, -1.0418, -0.6569], [0.7803, 0.1019, -0.6055], [-1.0327, 1.3296, -1.6117], [1.2663, 1.2513, -0.0754], [2.7909, -1.1593, 0.0300], [2.4762, 1.2035, 0.5554], [-1.8396, -0.5157, 0.3445], [-1.4381, 2.0464, -0.7571], [1.1116, -1.9278, -1.0159], [0.7464, 2.1775, 0.0908], [-2.1669, -2.4372, 1.1000], [-0.6621, -1.7166, 1.7195], [-1.8941, 0.9515, -2.3333], [3.3978, -1.9321, -0.0506], [4.1654, 0.0850, 1.1737], [-0.2702, 1.8917, -2.1338], [2.8506, 2.1735, 0.8868], [-2.7751, -0.4852, -0.1877], [-1.5681, 0.4768, 0.7319], [-0.7389, -2.2356, 0.0371]]
}

=====

No. 2
{
  "formula": "C9H13SSi",
  "method": "ωB97M-V/def2-TZVPD",
  "total_charge": -1,
  "orbital_gap_ev": 6.7,
  "spin_multiplicity": 1,
  "lumo_ev": 3.52,
  "symbols": ["S", "Si", "C", "C", "C", "C", "C", "C", "C", "C", "C", "H", "H", "H", "H", "H", "H", "H", "H", "H", "H", "H", "H", "H"],
  "positions_angstrom": [[-1.1141, 2.6336, 1.5910], [1.0475, -0.3458, 0.3687], [-0.5160, -0.1375, -0.3605], [-2.4934, -0.4135, -1.7485], [-1.3075, -0.9058, -1.0902], [-3.2097, 0.6965, -1.4163], [1.2561, -0.6443, 2.3381], [-1.6662, 1.8327, 0.3275], [2.2355, -1.8912, -0.3005], [2.1659, 1.1918, 0.0083], [-2.7990, 1.7532, -0.5092], [1.2833, -1.7424, 2.5153], [2.1551, -0.1530, 2.6836], [-3.0186, -1.1286, -2.2737], [1.5272, 1.9945, -0.2691], [3.2033, -1.4692, -0.6980], [2.5291, 1.5465, 1.0213], [0.3412, -0.3205, 2.8907], [-4.0602, 0.9168, -1.9424], [2.9164, 0.8613, -0.7557], [-0.9984, -1.8354, -1.4343], [1.7948, -2.3674, -1.1368], [2.3637, -2.5392, 0.5470], [-3.6358, 2.4669, -0.3563]]
}

=====

No. 3
{
  "formula": "C9H14",
  "method": "ωB97M-V/def2-TZVPD",
  "orbital_gap_ev": 10.0,
  "smiles": "Cc1ccccc1.CC",
  "spin_multiplicity": 1,
  "lumo_ev": 0.90,
  "symbols": ["C", "C", "C", "C", "C", "C", "C", "C", "C", "H", "H", "H", "H", "H", "H", "H", "H", "H", "H", "H", "H", "H", "H"],
  "positions_angstrom": [[1.5119, -1.1076, -0.3673], [1.3629, -0.2695, 0.7541], [0.6252, -0.7375, 1.8237], [2.1633, 1.0274, 0.8428], [0.9490, -2.3642, -0.3978], [0.1742, -2.8472, 0.6851], [-0.0249, -1.9857, 1.7251], [-2.6192, 3.0776, -2.7656], [-3.0163, 3.1912, -1.2872], [1.9992, -0.7466, -1.2649], [-1.7796, 2.4026, -2.9439], [1.7597, 1.8735, 0.2875], [1.1859, -3.0941, -1.1625], [-2.3124, 4.0250, -3.2120], [-3.2595, 4.2307, -1.0901], [3.1883, 0.7672, 0.6133], [0.5067, -0.2577, 2.7856], [-2.3212, 2.7578, -0.5689], [-3.8816, 2.5440, -1.1201], [-0.1662, -3.8709, 0.6801], [-0.6499, -2.2515, 2.5700], [-3.4432, 2.7382, -3.3955], [2.0007, 1.3493, 1.8756]]
}

=====

No. 4
{
  "formula": "C9H14",
  "method": "ωB97M-V/def2-TZVPD",
  "orbital_gap_ev": 10.2,
  "smiles": "Cc1ccccc1.CC",
  "spin_multiplicity": 1,
  "lumo_ev": 1.08,
  "symbols": ["C", "C", "C", "C", "C", "C", "C", "C", "C", "H", "H", "H", "H", "H", "H", "H", "H", "H", "H", "H", "H", "H", "H"],
  "positions_angstrom": [[1.0589, -0.3894, -0.9489], [-0.5132, 1.1359, 2.1230], [-1.4696, 0.1342, -2.0181], [-0.5913, 1.1827, -1.7609], [0.1433, -1.4271, -1.1623], [0.6491, 0.9147, -1.2090], [2.3582, -0.6372, -0.2661], [-1.0400, -1.1716, -1.8424], [-1.0759, -0.2455, 2.4657], [2.7293, -1.6642, -0.1566], [3.1670, -0.1580, -0.8235], [-0.7894, -0.5152, 3.4837], [-0.7587, -0.9825, 1.7331], [-2.1652, -0.2224, 2.4505], [-1.6677, -1.9666, -2.2270], [-0.8806, 2.1842, -2.0369], [-1.0464, 1.6119, 1.2997], [2.4335, -0.2830, 0.7677], [-2.4329, 0.3105, -2.4692], [-0.5712, 1.8073, 2.9837], [0.5536, -2.4260, -1.0742], [0.5281, 1.0940, 1.8152], [1.3811, 1.7134, -1.1269]]
}

=====

No. 5
{
  "formula": "C9H14",
  "method": "ωB97M-V/def2-TZVPD",
  "orbital_gap_ev": 10.1,
  "smiles": "Cc1ccccc1.CC",
  "spin_multiplicity": 1,
  "lumo_ev": 1.02,
  "symbols": ["C", "C", "C", "C", "C", "C", "C", "C", "C", "H", "H", "H", "H", "H", "H", "H", "H", "H", "H", "H", "H", "H", "H"],
  "positions_angstrom": [[-1.2247, 1.8979, -1.2194], [0.9970, 0.4866, -0.2693], [0.9650, 0.8681, -1.5699], [1.6523, -2.5362, 0.9801], [-0.0185, 0.9091, 0.6022], [-2.2136, 1.9958, 1.0610], [-0.1465, 1.5821, -2.0340], [0.4745, -2.8765, 0.1097], [-1.1722, 1.5097, 0.1370], [-2.0450, 2.3494, -1.7507], [0.6565, -3.5247, -0.7673], [0.1775, -1.9777, -0.4877], [1.9002, 0.1554, 0.2442], [2.1411, -1.5666, 0.8141], [0.1129, 0.8227, 1.6761], [2.5707, -3.1138, 0.8436], [-0.1815, 1.8951, -3.0568], [-1.9314, 2.9415, 1.5432], [1.4332, -2.4221, 2.0471], [-2.3046, 1.4393, 2.0042], [-0.3877, -3.2680, 0.6450], [1.7796, 0.5557, -2.2102], [-3.2350, 1.8772, 0.6576]]
}

=====

No. 6
{
  "formula": "C9H14",
  "method": "ωB97M-V/def2-TZVPD",
  "orbital_gap_ev": 9.9,
  "smiles": "Cc1ccccc1.CC",
  "spin_multiplicity": 1,
  "lumo_ev": 0.97,
  "symbols": ["C", "C", "C", "C", "C", "C", "C", "C", "C", "H", "H", "H", "H", "H", "H", "H", "H", "H", "H", "H", "H", "H", "H"],
  "positions_angstrom": [[-0.2154, -2.3165, 2.1290], [0.4214, -0.0016, 1.9717], [-0.2388, -2.4078, 0.7439], [0.8958, 3.3818, -1.9777], [-0.6892, -3.6866, 0.0581], [0.2381, -1.3373, -0.0010], [0.6545, -0.1527, 0.6169], [-0.6343, 3.3277, -1.9817], [0.1328, -1.1175, 2.7407], [1.1676, 4.4391, -1.9455], [1.3671, 2.8228, -2.7786], [-0.9737, 2.3216, -2.2361], [-1.0552, 3.8867, -2.8225], [1.2749, 2.9423, -1.0490], [-1.6480, -3.4773, -0.4034], [-0.4023, -3.2034, 2.7231], [0.0909, -4.0439, -0.6190], [0.0219, -0.9782, 3.8013], [0.9389, 0.6414, -0.0643], [-1.0423, 3.7627, -1.0797], [0.0626, -1.2700, -1.0718], [-0.6810, -4.4970, 0.7899], [0.3136, 0.9637, 2.4556]]
}

=====

No. 7
{
  "formula": "C9H14",
  "method": "ωB97M-V/def2-TZVPD",
  "orbital_gap_ev": 9.6,
  "smiles": "Cc1ccccc1.CC",
  "spin_multiplicity": 1,
  "lumo_ev": 0.95,
  "symbols": ["C", "C", "C", "C", "C", "C", "C", "C", "C", "H", "H", "H", "H", "H", "H", "H", "H", "H", "H", "H", "H", "H", "H"],
  "positions_angstrom": [[-0.6871, -3.0773, -0.4947], [-0.2608, -3.5500, 0.7641], [1.0215, 2.1852, -0.6276], [1.4880, 3.5111, -1.2760], [-1.2054, 0.5530, 0.3452], [-0.7017, -0.7860, 0.4021], [-0.0048, -2.6523, 1.8222], [-0.1364, -1.3252, 1.6156], [-0.9958, -1.6799, -0.7038], [-1.2909, 0.9577, -0.7668], [2.1936, 3.2932, -2.0983], [1.0751, 1.4669, -1.4766], [-1.5169, -1.2770, -1.6597], [2.2554, 3.8703, -0.5647], [-0.1186, -4.6337, 0.8898], [0.1579, -2.9461, 2.9228], [-0.9825, -3.7011, -1.3285], [-0.6441, 1.3613, 0.8187], [1.5371, 1.8376, 0.1791], [0.1926, -0.6451, 2.3320], [-0.0244, 2.3296, -0.2857], [0.8366, 4.2877, -1.4952], [-2.1886, 0.6199, 0.6861]]
}

=====

No. 8
{
  "formula": "C9H14",
  "method": "ωB97M-V/def2-TZVPD",
  "orbital_gap_ev": 9.8,
  "smiles": "Cc1ccccc1.CC",
  "spin_multiplicity": 1,
  "lumo_ev": 1.00,
  "symbols": ["C", "C", "C", "C", "C", "C", "C", "C", "C", "H", "H", "H", "H", "H", "H", "H", "H", "H", "H", "H", "H", "H", "H"],
  "positions_angstrom": [[-1.3398, 1.4012, -0.9158], [0.9533, 1.1416, -1.1992], [0.8063, -0.1870, -1.2852], [-0.4153, -0.9491, -1.0589], [-1.4481, -0.0037, -0.9007], [0.1160, -0.6783, 2.6861], [1.4030, 0.2224, 2.9431], [-0.3107, -2.3397, -0.9184], [-0.1464, 2.0371, -0.8460], [-0.7665, -2.9807, -1.5959], [1.2310, 0.8841, 4.0526], [-2.5184, -0.2739, -0.8372], [0.7448, -2.6579, -0.6735], [1.5302, -1.0052, -1.7233], [1.7809, 1.5237, -1.6501], [0.1543, -1.6009, 3.3062], [-2.2281, 1.9719, -0.9123], [0.0713, 3.0368, -0.6074], [0.0439, -0.9068, 1.6338], [2.3899, -0.2222, 2.9615], [-0.5839, -0.0020, 3.0503], [1.3679, 0.9790, 1.9932], [-0.9269, -2.6128, -0.0288]]
}

=====

No. 9
{
  "formula": "C9H14",
  "method": "ωB97M-V/def2-TZVPD",
  "orbital_gap_ev": 9.9,
  "smiles": "Cc1ccccc1.CC",
  "spin_multiplicity": 1,
  "lumo_ev": 1.02,
  "symbols": ["C", "C", "C", "C", "C", "C", "C", "C", "C", "H", "H", "H", "H", "H", "H", "H", "H", "H", "H", "H", "H", "H", "H"],
  "positions_angstrom": [[-0.1914, 0.7958, -0.1148], [-2.6334, -2.1900, -0.4237], [-1.2706, -2.5732, 0.3259], [0.6699, -0.0291, -0.9085], [1.9800, -0.0609, -0.5392], [-1.6495, 1.0276, -0.2796], [1.7884, 1.6977, 0.9306], [0.3757, 1.6209, 0.8408], [2.6265, 0.8675, 0.3318], [-2.0243, 1.9378, 0.3162], [2.1500, 2.5779, 1.5120], [-2.4537, 0.1312, -0.0104], [2.6029, -0.9823, -0.8122], [-0.2435, 2.3387, 1.3765], [-1.4315, -2.6795, 1.3724], [-1.9368, 1.0469, -1.3154], [-0.9852, -3.5575, 0.0532], [-2.7476, -2.4823, -1.5855], [3.6699, 0.9828, 0.2633], [0.2631, -0.6570, -1.6925], [-2.8793, -1.1735, -0.4408], [-3.4337, -2.7429, 0.1167], [-0.7240, -1.6776, -0.1329]]
}

=====

No. 10
{
  "formula": "C9H14",
  "method": "ωB97M-V/def2-TZVPD",
  "orbital_gap_ev": 9.7,
  "smiles": "Cc1ccccc1.CC",
  "spin_multiplicity": 1,
  "lumo_ev": 0.99,
  "symbols": ["C", "C", "C", "C", "C", "C", "C", "C", "C", "H", "H", "H", "H", "H", "H", "H", "H", "H", "H", "H", "H", "H", "H"],
  "positions_angstrom": [[-0.7361, -2.2471, -1.9753], [1.7389, -2.0009, -2.2291], [0.4636, 2.7962, 1.5496], [0.3936, -0.5934, -0.5545], [-1.8776, -1.8237, -1.1866], [0.0118, 2.7202, 3.0082], [0.5552, -1.6259, -1.5314], [-1.8575, -1.0064, -0.0274], [-0.7022, -0.3354, 0.2921], [1.1678, 3.5405, 1.2426], [-0.7005, 0.3327, 1.0083], [-2.8908, -1.9857, -1.6061], [0.7886, 3.0147, 3.7047], [1.6551, -2.1605, -3.3397], [-0.3634, 2.8401, 0.8109], [-0.1854, 1.6305, 3.3368], [-0.8616, -3.0475, -2.7545], [-2.8155, -1.1988, 0.5423], [1.1072, 1.9906, 1.3343], [2.6135, -1.3434, -2.2982], [2.0388, -2.9621, -1.7966], [1.3344, -0.0094, -0.5585], [-0.8779, 3.4746, 3.0283]]
}

=====

Values for energy, eV, ordered as above
-11581.0106 -28254.2933 -9559.5385 -9559.8281 -9559.0716 -9559.4494 -9558.0334 -9557.2026 -9557.5472 -9557.7251
Values for highest occupied orbital energy, eV, ordered as above
-12.88 -3.13 -9.10 -9.07 -9.05 -8.95 -8.69 -8.80 -8.85 -8.71
Values for relative energy (zero: lowest compared OMol25 entry of this formula, charge and spin), kcal per mole, ordered as above
50.3 84.7 14.8 8.1 25.6 16.9 49.5 68.7 60.7 56.6